{
  "formula": "C83H177N9O11",
  "method": "ωB97M-V/def2-TZVPD",
  "charge": 0,
  "total_energy_ha": -4588.196952,
  "lumo_energy_ev": 0.36,
  "smiles": "CC1(C)CCCC(C)(C)N1O.CC1(C)CCCC(C)(C)N1O.CC1(C)CCCC(C)(C)N1O.CC1(C)CCCC(C)(C)N1O.CC1(C)CCCC(C)(C)N1O.CC1(C)CCCC(C)(C)N1O.CC1(C)CCCC(C)(C)N1O.CC1(C)CCCC(C)(C)N1O.CC1(C)CCCC(C)(C)N1O.OCCO",
  "species": ["C", "C", "C", "C", "C", "C", "N", "O", "C", "C", "C", "H", "H", "H", "H", "H", "H", "H", "H", "H", "H", "H", "H", "H", "H", "H", "H", "H", "H", "H", "C", "C", "C", "C", "C", "C", "N", "O", "C", "C", "C", "H", "H", "H", "H", "H", "H", "H", "H", "H", "H", "H", "H", "H", "H", "H", "H", "H", "H", "H", "C", "C", "C", "C", "C", "C", "N", "O", "C", "C", "C", "H", "H", "H", "H", "H", "H", "H", "H", "H", "H", "H", "H", "H", "H", "H", "H", "H", "H", "H", "C", "C", "C", "C", "C", "C", "N", "O", "C", "C", "C", "H", "H", "H", "H", "H", "H", "H", "H", "H", "H", "H", "H", "H", "H", "H", "H", "H", "H", "H", "C", "C", "C", "C", "C", "C", "N", "O", "C", "C", "C", "H", "H", "H", "H", "H", "H", "H", "H", "H", "H", "H", "H", "H", "H", "H", "H", "H", "H", "H", "C", "C", "C", "C", "C", "C", "N", "O", "C", "C", "C", "H", "H", "H", "H", "H", "H", "H", "H", "H", "H", "H", "H", "H", "H", "H", "H", "H", "H", "H", "C", "C", "C", "C", "C", "C", "N", "O", "C", "C", "C", "H", "H", "H", "H", "H", "H", "H", "H", "H", "H", "H", "H", "H", "H", "H", "H", "H", "H", "H", "C", "C", "C", "C", "C", "C", "N", "O", "C", "C", "C", "H", "H", "H", "H", "H", "H", "H", "H", "H", "H", "H", "H", "H", "H", "H", "H", "H", "H", "H", "C", "C", "C", "C", "C", "C", "N", "O", "C", "C", "C", "H", "H", "H", "H", "H", "H", "H", "H", "H", "H", "H", "H", "H", "H", "H", "H", "H", "H", "H", "C", "C", "O", "O", "H", "H", "H", "H", "H", "H"],
  "coordinates": [[3.017, -2.186, 13.566], [2.566, -2.432, 12.127], [1.256, -1.649, 11.804], [0.924, -1.293, 10.333], [2.208, -0.558, 9.780], [3.524, -1.382, 9.844], [3.648, -1.908, 11.270], [4.702, -2.779, 11.211], [3.411, -2.474, 8.807], [4.722, -0.411, 9.667], [2.389, -3.951, 11.944], [2.321, -2.572, 14.311], [3.311, -1.146, 13.708], [3.902, -2.795, 13.751], [0.443, -2.242, 12.224], [1.381, -0.696, 12.319], [0.073, -0.616, 10.250], [0.801, -2.226, 9.784], [2.377, 0.466, 10.113], [1.897, -0.165, 8.811], [3.281, -2.074, 7.802], [4.325, -3.067, 8.837], [2.516, -3.055, 9.028], [4.509, 0.606, 9.997], [5.630, -0.914, 10.000], [4.923, -0.187, 8.620], [1.681, -4.320, 12.687], [3.294, -4.443, 12.300], [2.158, -4.463, 11.009], [5.319, -2.173, 11.627], [-4.141, 6.639, -9.036], [-3.513, 7.250, -7.708], [-2.705, 8.562, -8.078], [-3.614, 9.763, -8.512], [-4.571, 10.014, -7.291], [-5.550, 8.859, -7.020], [-4.747, 7.672, -6.823], [-5.211, 6.592, -6.086], [-6.284, 9.201, -5.756], [-6.547, 8.783, -8.145], [-2.579, 6.382, -6.939], [-4.306, 7.290, -9.894], [-5.039, 6.117, -8.703], [-3.412, 5.884, -9.329], [-1.994, 8.753, -7.274], [-2.091, 8.354, -8.955], [-4.136, 9.704, -9.467], [-2.958, 10.634, -8.504], [-5.000, 11.015, -7.333], [-3.996, 10.034, -6.365], [-6.360, 10.256, -5.492], [-7.339, 8.935, -5.821], [-5.773, 8.749, -4.905], [-6.828, 9.810, -8.375], [-6.094, 8.446, -9.078], [-7.450, 8.179, -8.051], [-2.847, 5.325, -6.936], [-2.532, 6.684, -5.893], [-1.685, 6.431, -7.560], [-5.849, 6.175, -6.670], [-7.820, -10.791, -2.741], [-6.575, -10.738, -1.741], [-5.586, -9.767, -2.285], [-5.821, -8.219, -2.181], [-6.164, -7.945, -0.753], [-7.338, -8.841, -0.157], [-6.940, -10.271, -0.347], [-7.797, -11.075, 0.471], [-7.269, -8.611, 1.381], [-8.747, -8.538, -0.784], [-6.027, -12.198, -1.687], [-8.284, -9.834, -2.979], [-8.628, -11.455, -2.432], [-7.468, -11.260, -3.660], [-4.580, -10.185, -2.248], [-5.686, -9.794, -3.370], [-6.487, -7.773, -2.920], [-4.873, -7.685, -2.233], [-6.208, -6.865, -0.612], [-5.331, -8.250, -0.119], [-6.442, -9.093, 1.903], [-7.120, -7.607, 1.779], [-8.180, -8.892, 1.909], [-9.416, -8.330, 0.051], [-8.637, -7.723, -1.499], [-9.257, -9.397, -1.220], [-6.845, -12.846, -1.372], [-5.170, -12.399, -1.044], [-5.736, -12.666, -2.627], [-8.547, -10.961, -0.116], [0.709, -6.371, -12.244], [0.374, -5.371, -11.112], [0.751, -6.136, -9.815], [0.959, -5.173, -8.648], [1.981, -4.152, -9.033], [1.584, -3.237, -10.279], [1.110, -4.149, -11.291], [0.683, -3.473, -12.396], [0.633, -2.121, -9.803], [2.852, -2.649, -10.873], [-1.174, -5.083, -11.030], [0.091, -7.267, -12.205], [1.701, -6.780, -12.437], [0.538, -5.847, -13.185], [-0.179, -6.675, -9.632], [1.619, -6.778, -9.959], [1.384, -5.755, -7.830], [0.051, -4.675, -8.310], [2.920, -4.610, -9.345], [2.170, -3.415, -8.252], [-0.423, -2.392, -9.787], [0.975, -1.742, -8.839], [0.639, -1.322, -10.545], [3.598, -2.489, -10.094], [3.314, -3.293, -11.621], [2.727, -1.616, -11.197], [-1.849, -5.774, -10.525], [-1.540, -4.781, -12.011], [-1.426, -4.044, -10.818], [1.393, -3.591, -13.032], [-0.775, -10.159, 4.790], [-1.207, -10.784, 6.142], [-1.278, -9.505, 7.079], [-1.934, -9.819, 8.450], [-3.320, -10.527, 8.264], [-3.291, -11.834, 7.340], [-2.532, -11.464, 6.167], [-2.538, -12.440, 5.278], [-2.747, -13.106, 8.144], [-4.775, -12.118, 7.121], [-0.056, -11.741, 6.592], [-1.481, -9.343, 4.637], [-0.854, -10.788, 3.903], [0.233, -9.745, 4.823], [-0.275, -9.233, 7.408], [-1.738, -8.610, 6.660], [-2.049, -8.997, 9.157], [-1.389, -10.416, 9.182], [-4.160, -9.884, 8.002], [-3.503, -10.692, 9.326], [-3.549, -13.796, 8.405], [-2.107, -13.799, 7.598], [-2.326, -12.941, 9.136], [-5.322, -12.349, 8.035], [-5.330, -11.368, 6.558], [-4.956, -12.958, 6.450], [-0.169, -11.769, 7.675], [0.955, -11.367, 6.429], [0.078, -12.665, 6.030], [-3.006, -12.039, 4.542], [11.658, 5.062, 2.856], [12.870, 4.186, 2.986], [13.512, 3.986, 1.540], [14.323, 5.146, 1.085], [15.310, 5.632, 2.151], [14.810, 5.884, 3.582], [13.838, 4.817, 3.856], [13.338, 4.724, 5.238], [15.934, 5.700, 4.510], [14.026, 7.262, 3.717], [12.547, 2.740, 3.450], [11.884, 6.053, 2.463], [11.243, 5.243, 3.848], [10.929, 4.639, 2.166], [14.221, 3.165, 1.429], [12.789, 3.776, 0.751], [13.629, 5.956, 0.863], [14.939, 4.915, 0.216], [15.523, 6.636, 1.783], [16.296, 5.173, 2.210], [16.205, 4.699, 4.844], [16.851, 6.197, 4.194], [15.777, 6.285, 5.416], [14.697, 7.928, 4.260], [13.872, 7.794, 2.778], [13.015, 7.193, 4.118], [13.492, 2.248, 3.677], [12.185, 2.059, 2.680], [12.068, 2.706, 4.429], [14.114, 4.277, 5.586], [3.135, 0.849, -2.149], [3.165, 0.294, -0.698], [2.704, 1.416, 0.312], [1.203, 1.672, 0.463], [0.506, 0.381, 0.861], [0.893, -0.816, -0.181], [2.319, -0.874, -0.529], [2.815, -1.991, -1.301], [0.431, -2.113, 0.604], [-0.008, -0.720, -1.313], [4.651, 0.074, -0.340], [3.714, 1.761, -2.292], [2.172, 1.188, -2.530], [3.615, 0.281, -2.946], [3.112, 1.322, 1.319], [3.090, 2.338, -0.122], [0.680, 2.167, -0.356], [1.055, 2.407, 1.254], [-0.545, 0.670, 0.890], [0.741, 0.087, 1.884], [0.834, -2.158, 1.616], [-0.657, -2.135, 0.649], [0.722, -3.033, 0.096], [0.273, 0.052, -2.030], [0.166, -1.588, -1.949], [-1.083, -0.852, -1.190], [5.017, -0.836, -0.816], [4.736, -0.249, 0.697], [5.114, 1.011, -0.651], [3.186, -2.525, -0.595], [-10.555, 0.262, 0.910], [-9.938, 1.209, 1.969], [-9.318, 2.442, 1.197], [-8.923, 3.593, 2.128], [-10.156, 4.096, 2.983], [-10.811, 2.937, 3.692], [-11.042, 1.744, 2.834], [-11.606, 0.726, 3.534], [-9.954, 2.659, 5.080], [-12.191, 3.353, 3.989], [-8.866, 0.409, 2.775], [-11.034, -0.534, 1.480], [-9.848, -0.065, 0.148], [-11.214, 0.658, 0.137], [-8.390, 2.074, 0.759], [-10.022, 2.924, 0.519], [-8.654, 4.409, 1.457], [-8.054, 3.413, 2.762], [-10.943, 4.427, 2.305], [-9.945, 4.769, 3.814], [-8.916, 2.360, 4.933], [-10.018, 3.455, 5.822], [-10.319, 1.723, 5.503], [-12.785, 3.151, 3.098], [-12.762, 2.867, 4.780], [-12.296, 4.383, 4.330], [-8.264, -0.176, 2.080], [-9.349, -0.272, 3.477], [-8.228, 1.002, 3.430], [-12.291, 0.379, 2.958], [8.542, 10.935, -2.621], [7.109, 11.276, -3.027], [6.091, 10.404, -2.281], [5.742, 10.565, -0.763], [5.468, 12.137, -0.530], [6.351, 13.164, -1.323], [6.787, 12.675, -2.712], [7.611, 13.595, -3.348], [5.423, 14.443, -1.544], [7.593, 13.469, -0.492], [6.796, 10.903, -4.536], [8.588, 10.642, -1.572], [9.224, 11.766, -2.797], [8.930, 10.089, -3.189], [5.099, 10.363, -2.733], [6.537, 9.410, -2.287], [6.661, 10.123, -0.380], [4.857, 9.997, -0.476], [5.672, 12.326, 0.524], [4.424, 12.441, -0.455], [4.961, 14.721, -0.596], [6.113, 15.239, -1.823], [4.627, 14.392, -2.286], [8.327, 14.152, -0.919], [7.163, 13.887, 0.419], [8.171, 12.620, -0.125], [5.790, 11.032, -4.936], [6.882, 9.831, -4.714], [7.424, 11.532, -5.167], [7.106, 13.937, -4.089], [-7.048, -1.422, -7.068], [-6.604, -0.193, -6.404], [-7.740, 0.641, -6.206], [-8.046, -2.033, -6.306], [-6.334, -2.192, -7.360], [-7.555, -1.093, -7.976], [-5.855, 0.304, -7.021], [-6.097, -0.403, -5.463], [-8.389, 0.054, -5.809], [-8.505, -2.628, -6.903]],
  "mulliken_charge": [-1.97, 1.50, -1.17, -0.64, -1.53, 1.64, 0.15, -0.49, -1.64, -1.70, -1.66, 0.38, 0.42, 0.46, 0.43, 0.41, 0.39, 0.30, 0.46, 0.47, 0.40, 0.38, 0.33, 0.34, 0.38, 0.40, 0.46, 0.41, 0.29, 0.41, -1.67, 1.48, -1.21, -0.71, -1.30, 1.69, 0.13, -0.45, -1.92, -1.78, -1.83, 0.30, 0.25, 0.55, 0.50, 0.39, 0.35, 0.38, 0.50, 0.49, 0.35, 0.38, 0.40, 0.40, 0.33, 0.43, 0.37, 0.41, 0.46, 0.32, -1.89, 1.80, -1.16, -0.69, -1.27, 1.59, -0.12, -0.44, -1.89, -1.57, -1.92, 0.41, 0.39, 0.48, 0.46, 0.29, 0.31, 0.39, 0.41, 0.47, 0.42, 0.42, 0.39, 0.43, 0.26, 0.34, 0.40, 0.43, 0.41, 0.43, -1.92, 1.31, -1.29, -0.64, -1.34, 1.60, 0.34, -0.50, -1.68, -1.84, -1.22, 0.39, 0.40, 0.44, 0.43, 0.38, 0.35, 0.32, 0.44, 0.54, 0.30, 0.37, 0.43, 0.42, 0.38, 0.33, 0.27, 0.41, 0.19, 0.36, -1.81, 1.32, -0.97, -0.87, -1.20, 1.73, 0.27, -0.48, -1.80, -2.09, -1.73, 0.46, 0.38, 0.36, 0.38, 0.39, 0.47, 0.32, 0.42, 0.38, 0.52, 0.34, 0.34, 0.43, 0.47, 0.45, 0.38, 0.44, 0.33, 0.36, -1.81, 1.22, -1.06, -0.77, -1.34, 1.98, 0.34, -0.47, -2.23, -1.69, -1.82, 0.36, 0.37, 0.43, 0.39, 0.47, 0.33, 0.38, 0.43, 0.47, 0.38, 0.49, 0.50, 0.47, 0.34, 0.30, 0.46, 0.37, 0.36, 0.34, -1.75, 1.35, -1.08, -0.76, -1.02, 1.40, 0.39, -0.47, -1.82, -1.82, -1.89, 0.46, 0.33, 0.41, 0.36, 0.41, 0.35, 0.41, 0.36, 0.43, 0.40, 0.40, 0.42, 0.29, 0.43, 0.44, 0.40, 0.44, 0.40, 0.34, -1.83, 1.29, -1.11, -0.80, -1.14, 1.53, 0.20, -0.49, -1.57, -1.97, -1.58, 0.48, 0.43, 0.33, 0.41, 0.36, 0.38, 0.37, 0.42, 0.48, 0.31, 0.43, 0.41, 0.47, 0.39, 0.38, 0.45, 0.34, 0.29, 0.37, -1.69, 1.74, -1.49, -0.83, -1.26, 1.49, 0.27, -0.49, -1.90, -1.65, -1.81, 0.33, 0.32, 0.44, 0.44, 0.47, 0.38, 0.32, 0.45, 0.49, 0.45, 0.43, 0.37, 0.33, 0.49, 0.33, 0.40, 0.41, 0.43, 0.35, -0.33, -0.41, -0.52, -0.54, 0.35, 0.26, 0.30, 0.24, 0.33, 0.31]
}